The following is a quantum chemistry calculation of C17H21Br2N5O2PbS3 as an isolated structure, from the OMol25 dataset.

XYZ file:
```
51
Properties=species:S:1:pos:R:3:forces:R:3
Pb -1.41271 -0.04171 -1.06489 -0.49 -1.30 0.47
Br -2.41028 -1.87689 -3.02506 -1.11 -0.87 -0.79
C -4.28059 -1.43965 -2.61251 0.45 0.34 0.17
Br -4.37760 -0.08871 -1.21409 -1.80 -0.40 -0.64
H -4.76613 -2.33691 -2.25586 0.06 -0.02 0.04
H -4.73429 -1.03758 -3.50784 0.04 0.01 -0.02
S 0.43522 0.11495 -2.76950 -0.32 1.43 0.62
C -0.49629 1.50757 -3.15171 -0.24 0.65 -1.27
S -2.23817 1.61786 -2.84673 1.20 -1.54 -1.48
C 0.20122 2.63713 -3.75281 -0.06 -0.49 -0.33
C 0.95988 3.49747 -2.94652 0.99 -0.54 -0.23
N 1.58713 4.20929 -2.28142 -0.18 0.03 0.11
C 0.10982 2.81866 -5.14657 -0.72 0.78 0.12
N 0.03399 2.96672 -6.29118 0.09 -0.18 -0.02
N 2.70781 -3.75505 -1.10725 0.05 0.00 0.06
C 1.35342 -3.83748 -1.08235 0.03 0.08 -0.20
N 0.86073 -5.09830 -1.05664 -0.03 -0.06 0.04
S 0.36225 -2.50139 -1.07647 0.71 -1.25 0.03
H 3.25044 -4.53276 -1.44569 -0.01 -0.02 0.05
H 3.09603 -2.83950 -1.24956 -0.05 0.01 -0.05
H 1.43399 -5.85453 -0.72015 0.03 0.00 -0.05
H -0.13096 -5.18719 -0.91690 -0.01 0.06 0.00
C -3.41544 -0.38568 1.88967 -0.45 0.00 -1.07
C -2.25045 0.64640 1.78215 -1.64 0.26 0.06
O -2.29922 1.45423 0.50070 1.67 0.65 0.99
C -1.22775 2.54851 0.48001 -1.00 0.16 0.70
C -1.31387 3.41576 -0.75169 -0.03 -0.27 0.21
H -3.33872 -0.90437 2.84660 0.07 0.10 0.05
H -3.37871 -1.16437 0.97335 -0.24 1.70 2.59
H -4.37975 0.13510 1.84395 0.05 0.11 0.30
H -1.28437 0.17691 1.84955 -0.01 -0.10 0.09
H -2.38436 1.35437 2.60630 0.15 0.32 -0.24
H -0.23481 2.11206 0.53589 -0.10 -0.24 0.20
H -1.39391 3.15555 1.37092 -0.04 -0.20 0.14
H -1.10781 2.79507 -1.63135 0.05 1.47 1.11
H -0.57191 4.21318 -0.71032 0.05 -0.05 0.23
H -2.30780 3.85543 -0.84164 0.00 -0.04 -0.17
O -2.07770 -1.32730 0.25064 1.80 -0.89 -2.19
N 0.44693 -0.00457 0.58710 0.97 0.35 0.41
C 1.30979 -0.02873 1.34131 0.05 -0.03 -0.07
C 2.39160 -0.05872 2.27866 0.06 -0.05 0.06
C 3.70104 0.06705 1.81993 0.08 0.01 -0.08
C 4.74441 0.03918 2.72845 -0.01 -0.01 0.06
C 4.48237 -0.11327 4.08365 -0.02 0.00 -0.01
C 3.17559 -0.23834 4.53708 0.05 0.01 -0.02
C 2.12466 -0.21151 3.63748 -0.05 -0.01 0.08
H 3.89908 0.18785 0.76330 -0.06 0.02 -0.01
H 5.76333 0.13752 2.38029 0.00 0.01 -0.01
H 5.30108 -0.13417 4.79057 0.00 0.00 0.00
H 2.97668 -0.35652 5.59329 -0.01 0.00 0.00
H 1.10513 -0.30865 3.98581 -0.02 0.00 -0.05
```
Forces are in eV/Å.

Calculated values
Total charge: 0
2S+1: 1

The following is a quantum chemistry calculation of C23H21BrCl3N2ORuS as an isolated structure, from the OMol25 dataset.

XYZ file:
```
53
Properties=species:S:1:pos:R:3:forces:R:3
Ru 2.74321 -1.62131 -0.14282 -0.02 0.39 -0.06
C 4.23882 -5.17245 -0.41719 -0.01 0.00 0.06
C 3.16014 -4.34052 0.20045 0.16 -0.12 -0.11
C 3.34236 -3.70095 1.43748 0.13 0.01 -0.05
C 2.30398 -2.97875 2.04420 -0.09 0.11 0.04
C 1.06767 -2.85545 1.40376 -0.10 0.07 0.08
C 0.89514 -3.41760 0.13154 -0.08 0.06 0.04
C 1.93354 -4.14659 -0.46021 0.09 0.00 -0.14
H 4.72089 -4.62820 -1.23167 0.00 -0.02 -0.02
H 3.81906 -6.08667 -0.83603 0.00 0.00 -0.01
H 5.00042 -5.43866 0.31215 0.00 0.01 0.00
H 4.29041 -3.80010 1.95089 0.02 0.00 0.01
H 2.46119 -2.53571 3.01914 -0.01 0.02 0.02
H 0.24473 -2.33951 1.88167 -0.03 0.01 0.00
H -0.05530 -3.31946 -0.37708 -0.05 0.03 0.00
H 1.78117 -4.59374 -1.43481 0.00 -0.01 -0.02
Br 4.52324 -1.60741 -1.71571 -0.34 -0.04 0.31
Cl -2.65225 -3.51593 1.10153 0.02 -0.10 0.00
C -2.48472 -1.79536 1.11557 0.03 0.11 0.00
C -2.50440 -1.08843 -0.07643 0.02 -0.04 0.02
C -2.33597 0.28679 -0.04623 0.00 0.04 -0.08
C -2.13098 0.97546 1.14503 0.06 -0.01 0.06
C -1.84578 2.46673 1.15449 -0.16 0.22 -0.45
C -0.39696 2.79395 1.57088 -0.12 0.09 0.10
N 0.65405 2.01660 0.89826 0.20 -0.46 0.00
C 1.61562 2.51860 0.04337 0.09 -0.12 -0.01
C 2.37906 1.47090 -0.34516 0.14 0.28 -0.15
N 1.90095 0.32531 0.27181 0.48 -0.64 -0.28
C 0.86831 0.70217 1.01706 -0.53 0.36 0.30
O -2.27150 3.09076 -0.04542 -0.02 -0.24 0.62
C -1.36557 3.19651 -1.11657 0.24 0.11 -0.34
C -2.13785 3.54306 -2.34706 1.30 -0.01 -1.51
C -1.53845 3.65782 -3.60719 -1.28 0.00 1.23
Cl 0.09921 3.41317 -3.91973 0.97 -0.15 -0.13
S -2.64440 4.08627 -4.84589 0.03 -0.15 0.73
C -3.91488 4.10948 -3.70531 -0.09 -0.11 0.71
C -3.50448 3.80420 -2.41762 -1.05 0.37 -1.04
C -2.17455 0.23801 2.32846 0.01 0.01 -0.02
Cl -2.00645 1.02073 3.86762 0.01 -0.01 0.02
C -2.34383 -1.13858 2.32808 0.02 -0.06 0.03
H -2.67392 -1.60532 -1.01101 -0.02 0.01 -0.02
H -2.39099 0.83599 -0.97561 -0.01 0.04 0.00
H -2.46264 2.92599 1.92985 0.02 -0.01 0.04
H -0.30406 2.62547 2.64101 0.04 -0.03 0.00
H -0.19149 3.84691 1.38585 -0.01 -0.03 -0.04
H 1.67941 3.56662 -0.19247 -0.02 -0.01 -0.05
H 3.23153 1.45088 -1.00247 -0.03 0.05 -0.01
H 0.27868 0.05410 1.64212 -0.04 0.02 0.01
H -0.80604 2.26775 -1.28849 -0.01 -0.05 0.05
H -0.62487 3.98689 -0.93261 0.00 0.00 0.10
H -4.91685 4.35426 -4.02619 0.08 -0.01 0.02
H -4.16774 3.77851 -1.56676 -0.03 0.02 -0.05
H -2.38586 -1.68321 3.26147 -0.02 0.00 0.01
```
Forces are in eV/Å.

Calculated values
Energy relative to the best compared isomer or geometry (same formula, charge and spin) (eV): 0.973
Total charge: +2
<S²>: 8.765
2S+1: 6

The following is a quantum chemistry calculation of an isolated ion of composition C5H13N2 and charge +1, from the OMol25 dataset.

XYZ file:
```
20
Properties=species:S:1:pos:R:3:forces:R:3
C -0.75261 -0.84048 -0.92558 1.67 -1.10 -2.17
C 0.07774 -1.39268 1.80204 -0.89 1.27 -0.02
C 0.25514 1.12084 -2.04587 4.15 -0.60 -3.68
C -0.52238 1.48413 0.22440 4.81 -0.97 0.15
C 1.11651 -1.07522 0.79973 1.75 0.61 -1.80
N 0.65800 -0.67282 -0.55075 -1.26 -1.18 -0.48
N -0.16695 0.49988 -0.83707 -1.14 -0.27 0.74
H -0.91466 -1.39209 -1.91176 0.23 1.50 1.07
H -1.51458 -1.07479 -0.24122 -0.62 0.00 1.29
H -0.42576 -2.34280 1.62936 0.12 0.07 0.38
H 0.64065 -1.28793 2.68720 0.25 -0.91 1.65
H -0.65163 -0.55071 1.93143 0.37 -1.01 -0.34
H 1.22921 1.78273 -1.96090 -2.18 -1.18 0.44
H 0.61707 0.28931 -2.82132 -0.90 1.59 1.92
H -0.51370 1.64205 -2.56006 -0.88 0.66 0.05
H 0.53739 1.89927 0.37732 -1.56 -0.43 0.77
H -1.03465 2.30532 -0.06837 -2.01 2.11 -1.82
H -0.97460 1.09018 1.08277 -0.28 -0.82 0.98
H 1.80009 -0.24961 1.06956 -0.35 -0.32 0.39
H 1.84794 -1.92275 0.54712 -1.29 0.96 0.48
```
Forces are in eV/Å.

Calculated values
Energy relative to the best compared isomer or geometry (same formula, charge and spin) (eV): 4.814
Total charge: +1
2S+1: 1
Structure (SMILES): CCN1C[N+]1(C)C

The following is a quantum chemistry calculation of one molecule with the formula C4H11N3O, from the OMol25 dataset.

XYZ file:
```
19
Properties=species:S:1:pos:R:3:forces:R:3
C 0.15314 0.75217 0.72544 -0.45 -0.85 -0.11
N -1.01813 0.50616 -0.10792 0.39 0.38 0.51
C -1.13947 0.63270 -1.46352 -0.49 -0.68 -0.06
N -0.03451 1.00763 -2.17316 0.51 0.29 -0.06
O -2.19419 0.36311 -2.01729 0.00 0.13 -0.09
C 0.18899 -0.24405 1.93379 0.45 0.10 -1.94
N 0.92049 -1.44115 1.61368 0.48 -0.11 -0.48
C 2.29044 -1.31181 1.08230 -1.35 -1.65 1.19
H 0.16474 1.74364 1.18463 0.04 0.25 -0.51
H 0.98731 0.58110 0.04286 0.38 0.32 0.61
H -1.86192 0.21306 0.35335 -0.15 0.09 -0.19
H -0.03460 0.84944 -3.16564 -0.29 0.02 0.10
H 0.86058 1.15732 -1.75002 0.00 -0.01 0.07
H 0.58750 0.36376 2.75844 -0.35 -0.47 0.44
H -0.83819 -0.58395 1.96189 -0.35 0.31 1.22
H 0.72607 -2.26514 2.15968 0.09 0.34 0.10
H 2.24856 -1.47005 0.01394 0.35 1.14 -0.57
H 2.74326 -0.43781 1.54139 0.51 0.22 -0.70
H 2.83564 -2.21154 1.37337 0.23 0.17 0.46
```
Forces are in eV/Å.

Calculated values
Energy relative to the best compared isomer or geometry (same formula, charge and spin) (eV): 1.167
Total charge: 0
2S+1: 1
Structure (SMILES): CNCCNC(N)=O

The following is a quantum chemistry calculation of a 2-piece molecular cluster, C3H8NO2 overall, from the OMol25 dataset.

XYZ file:
```
14
Properties=species:S:1:pos:R:3:forces:R:3
O -1.52473 0.58771 0.27673 -0.11 0.41 0.11
C -2.54112 0.04516 0.60169 0.07 -0.65 0.01
O -2.54099 -1.28704 0.73188 -0.06 -0.44 -0.05
H -3.49753 0.51856 0.82712 -0.08 0.30 -0.07
H -3.40682 -1.69320 0.90235 0.12 0.39 0.05
C 2.02168 1.00466 -0.90055 0.24 -0.22 0.90
C 0.95615 -0.92594 0.02491 0.03 0.39 -0.34
N 1.27028 0.30543 0.17870 0.98 -0.53 -0.32
H 2.61243 0.27073 -1.44213 0.01 0.05 -0.08
H 2.65785 1.76171 -0.45664 0.03 0.10 -0.11
H 1.25869 1.43825 -1.54097 0.09 0.14 -0.06
H 1.61178 -1.48513 -0.63657 -0.58 0.00 -0.56
H 0.03969 -1.37062 0.40120 0.47 -0.03 1.00
H 1.08265 0.82971 1.03228 -1.21 0.09 -0.50
```
Forces are in eV/Å.

Calculated values
Energy relative to the best compared isomer or geometry (same formula, charge and spin) (eV): 1.876
Total charge: +1
2S+1: 1

The following is a quantum chemistry calculation of a 2-piece molecular cluster, C6H7N3O4 overall, from the OMol25 dataset.

XYZ file:
```
20
Properties=species:S:1:pos:R:3:forces:R:3
C -0.63163 1.44606 -1.66895 -1.95 2.03 -0.09
C 0.57079 0.65523 -1.73927 -1.94 1.08 2.11
C -1.33163 1.70021 -0.51091 0.01 -1.25 -1.13
C 0.95098 0.12856 -0.57062 1.95 -0.32 0.89
C -1.27547 -1.78548 -0.21214 -0.86 0.00 0.88
C 0.14423 0.25901 0.64975 1.78 0.97 0.95
N -0.91639 1.14831 0.67686 -1.58 -0.42 1.73
N -0.26547 -2.37542 -0.02184 -1.78 -1.62 0.58
N 0.48380 -0.18630 1.83790 -0.35 -0.30 -0.37
O -2.32345 -1.29031 -0.13840 -0.62 0.26 -0.68
O -0.30223 -0.12294 2.83143 -0.31 0.39 0.63
O 1.67053 -0.86000 2.04791 0.68 0.95 -3.27
O 2.21363 -0.49174 -0.40159 -1.64 0.13 -1.01
H -1.06271 2.08141 -2.48229 0.81 -1.23 0.21
H 1.14554 0.63187 -2.60054 1.05 -0.22 -1.48
H -2.35324 2.11162 -0.59781 0.98 0.18 0.51
H -1.47733 1.12818 1.63216 1.58 0.01 -2.73
H 1.60126 -1.21785 2.89170 -0.80 -0.94 2.70
H 0.63614 -2.32494 -0.30832 2.86 0.21 -0.95
H 2.52266 -0.63548 -1.31503 0.14 0.08 0.53
```
Forces are in eV/Å.

Calculated values
Energy relative to the best compared isomer or geometry (same formula, charge and spin) (eV): 5.435
Total charge: 0
2S+1: 1
Structure (SMILES): [O-]/[N+](O)=c1\[nH]cccc1O.N=C=O

| no. | total energy (eV) |
| --- | --- |
| 1 | -207344.895 |
| 2 | -150229.061 |
| 3 | -8365.997 |
| 4 | -10844.044 |
| 5 | -8818.077 |
| 6 | -18990.803 |